# 1
C25H37O2Zr | ωB97M-V/def2-TZVPD

Cartesian coordinates (Å):
O 0.019 -1.173 -3.930
C 0.371 0.134 -4.484
C 0.640 -0.320 -5.922
H 1.263 0.593 -4.023
H -0.477 0.817 -4.358
C 0.285 -1.691 -5.324
H 1.704 -0.216 -6.187
H -0.074 0.095 -6.645
C 1.504 -2.588 -5.369
H 2.432 -2.010 -5.239
H 1.543 -3.132 -6.328
H 1.529 -3.305 -4.545
C -0.884 -2.381 -6.032
H -1.786 -1.766 -6.161
H -1.228 -3.272 -5.486
H -0.552 -2.700 -7.042
Zr -0.857 -1.883 -0.226
C -1.954 -1.539 1.887
C -1.273 -0.295 1.749
C -1.832 0.471 0.710
H -0.651 0.207 2.476
C -2.890 -0.280 0.175
C -3.026 -1.489 0.948
H -3.877 -2.165 0.916
H -1.808 -2.203 2.735
H -1.601 1.524 0.655
H -3.485 0.075 -0.650
C 1.227 -1.519 1.878
C 0.627 -2.801 1.322
C 1.172 -2.879 -0.047
H 0.473 -3.665 1.961
C 1.490 -1.521 -0.447
C 1.064 -0.634 0.625
H 1.373 0.426 0.599
H 2.300 -1.576 2.012
H 1.319 -3.843 -0.576
H 1.988 -1.166 -1.354
O 0.541 2.792 -0.503
C -0.274 2.625 -1.704
C -0.710 4.043 -2.000
H -1.097 1.937 -1.510
H 0.315 2.055 -2.413
C 0.394 4.961 -1.490
H -1.547 4.258 -1.340
H -1.090 4.201 -2.980
C 0.890 4.157 -0.300
H 0.057 5.933 -1.140
H 1.182 5.120 -2.204
H 0.384 4.468 0.616
H 1.955 4.185 -0.046
C 1.460 0.632 6.140
C 0.210 -0.121 5.696
C -0.116 -1.293 6.616
C -0.973 0.816 5.453
C 0.574 -0.728 4.381
C 0.771 -1.137 3.252
H 1.420 1.121 7.111
H 1.713 1.388 5.392
H 2.307 -0.054 6.160
H -0.432 -1.062 7.632
H -0.895 -1.917 6.169
H 0.770 -1.925 6.691
H -0.687 1.588 4.733
H -1.812 0.288 4.989
H -1.381 1.334 6.324

## Properties
Net charge: +1
Energy relative to the best compared isomer or geometry (same formula, charge and spin) (kJ/mol): 275.1
Multiplicity: 1
Lowest unoccupied orbital energy (eV): -4.0
Calculated total energy (eV): -31887.831
Frontier orbital gap (eV): 6.659

# 2
C25H38N2O6Si | ωB97M-V/def2-TZVPD

Cartesian coordinates (Å):
C 2.882 -5.233 1.113
C 1.490 -5.074 0.277
O 1.862 -4.764 -1.104
C 1.197 -3.592 -1.574
C -0.275 -3.770 -2.104
C -0.954 -2.495 -2.643
C -0.284 -1.088 -2.697
C 1.144 -0.888 -2.142
C 1.774 0.576 -2.222
C 2.517 1.072 -0.891
C 3.388 2.384 -1.311
C 4.580 2.059 -2.350
N 5.159 0.692 -2.227
C 5.903 0.291 -1.035
C 6.325 -1.166 -1.373
C 5.825 -1.606 -2.797
C 5.050 -0.323 -3.272
C 1.860 -2.158 -1.585
O 3.182 -2.084 -1.090
C -1.332 -0.097 -3.375
O -1.126 0.950 -4.021
N -2.648 -0.739 -3.035
C -2.778 -0.304 -1.605
C -4.249 0.276 -1.225
O -4.102 1.664 -0.790
Si -3.788 1.793 0.909
C -3.498 3.653 1.398
C -2.200 0.868 1.496
C -5.248 1.147 1.972
C -2.390 -2.203 -3.257
O -3.217 -2.914 -3.863
H 2.692 -5.068 2.227
H 3.690 -4.494 0.738
H 3.339 -6.285 0.963
H 1.041 -6.138 0.256
H 0.778 -4.321 0.748
H -0.825 -4.763 -2.132
H 2.398 0.626 -3.175
H 0.883 1.297 -2.389
H 1.722 1.453 -0.145
H 3.223 0.313 -0.419
H 2.666 3.118 -1.843
H 3.827 2.935 -0.413
H 5.404 2.830 -2.175
H 4.209 2.148 -3.442
H 6.127 0.897 -0.094
H 6.920 -1.850 -0.676
H 5.937 -2.592 -3.348
H 4.487 -0.147 -4.243
H 3.425 -2.891 -0.585
H -2.503 -1.116 -0.843
H -2.058 0.586 -1.426
H -4.959 0.187 -2.130
H -4.619 -0.319 -0.315
H -3.840 4.384 0.592
H -2.347 3.778 1.468
H -3.902 3.867 2.443
H -1.414 0.922 0.643
H -1.699 1.336 2.407
H -2.406 -0.264 1.624
H -5.352 0.019 1.738
H -4.950 1.301 3.068
H -6.212 1.686 1.680
C -3.274 3.276 7.051
C -3.387 3.595 5.574
O -4.048 2.535 4.891
H -2.720 2.345 7.201
H -2.763 4.080 7.586
H -4.264 3.133 7.493
H -2.396 3.715 5.131
H -3.951 4.520 5.416
H -4.927 2.440 5.281

## Properties
Energy relative to the best compared isomer or geometry (same formula, charge and spin) (kJ/mol): 633.6
Multiplicity: 1
Lowest unoccupied orbital energy (eV): -0.4
Calculated total energy (eV): -49675.104
Frontier orbital gap (eV): 7.512
SMILES: CCOc1cc2c(c(CCCCn3cccc3)c1O)C(=O)N(CCO[Si](C)(C)C)C2=O.CCO

# 3
C25H38P2Tc | ωB97M-V/def2-TZVPD

Cartesian coordinates (Å):
P 1.466 1.083 2.291
P -0.289 0.701 -3.708
C 1.858 1.742 -1.847
C 0.714 2.054 -2.844
H 1.468 1.822 -0.813
H 2.221 0.704 -1.976
H -0.056 2.641 -2.319
H 1.105 2.671 -3.672
C 0.954 0.021 -4.827
H 0.613 -0.944 -5.225
H 1.911 -0.116 -4.304
H 1.102 0.721 -5.661
C -1.575 1.464 -4.691
H -1.104 1.967 -5.550
H -2.132 2.209 -4.106
H -2.260 0.684 -5.050
C 2.943 0.437 3.179
H 2.703 0.178 4.218
H 3.724 1.204 3.151
H 3.309 -0.446 2.643
C 0.886 2.283 3.559
H -0.104 2.652 3.262
H 1.582 3.133 3.558
H 0.842 1.837 4.561
Tc 3.688 3.017 -1.749
C 4.167 4.083 -3.336
C 4.986 2.866 -3.220
C 6.394 2.961 -2.650
C 6.476 3.072 -1.110
C 5.128 3.151 -0.402
C 4.343 4.394 -0.498
C 4.885 5.553 -1.326
C 4.740 5.407 -2.862
C 0.313 -0.305 2.658
H 3.545 4.175 -4.231
H 4.905 2.135 -4.027
H 6.962 3.775 -3.120
H 6.929 2.049 -2.952
H 7.004 2.187 -0.728
H 7.107 3.929 -0.831
H 5.105 2.612 0.552
H 3.794 4.707 0.398
H 5.928 5.785 -1.066
H 4.316 6.447 -1.036
H 4.062 6.203 -3.199
H 5.698 5.637 -3.349
H -0.714 0.024 2.451
H 0.408 -0.637 3.701
H 0.556 -1.129 1.974
C -4.352 -0.551 -0.187
C -4.024 0.562 -0.987
C -2.899 0.532 -1.803
C -2.042 -0.589 -1.843
C -0.812 -0.644 -2.611
C 0.007 -1.768 -2.501
C -0.366 -2.875 -1.719
C -1.573 -2.880 -1.046
C -2.403 -1.737 -1.043
C -3.562 -1.686 -0.237
H -5.216 -0.525 0.471
H -4.656 1.450 -0.967
H -2.679 1.410 -2.412
H 0.951 -1.807 -3.042
H 0.295 -3.738 -1.657
H -1.901 -3.756 -0.483
H -3.812 -2.571 0.352

## Properties
Net charge: +2
Multiplicity: 4
Lowest unoccupied orbital energy (spin up / spin down) (eV): -5.2 / -10.2
Calculated total energy (eV): -47297.565
Frontier orbital gap (spin up / spin down) (eV): 6.485 / 3.165

# 4
C25H39Cl2IrPS | ωB97M-V/def2-TZVPD

Cartesian coordinates (Å):
P 0.367 -0.684 -5.707
C 1.716 -0.219 -7.043
C 1.709 -0.873 -8.435
C 2.990 -0.537 -9.217
C 3.304 0.974 -9.265
C 3.206 1.640 -7.892
C 1.883 1.304 -7.196
C -1.205 0.193 -6.294
C -1.494 0.154 -7.788
C -2.856 0.809 -8.114
C -2.991 2.214 -7.510
C -2.604 2.274 -6.037
C -1.233 1.626 -5.780
C 0.070 -2.498 -6.081
C 1.293 -3.390 -5.832
C 1.022 -4.747 -6.499
C -0.298 -5.385 -6.020
C -1.501 -4.431 -5.904
C -1.121 -3.072 -5.312
H 2.602 -0.599 -6.509
H 0.839 -0.535 -9.020
H 1.632 -1.963 -8.347
H 2.917 -0.911 -10.255
H 3.844 -1.044 -8.750
H 4.303 1.128 -9.684
H 2.613 1.475 -9.964
H 4.041 1.287 -7.270
H 3.320 2.727 -8.003
H 1.854 1.782 -6.217
H 1.052 1.699 -7.805
H -1.998 -0.355 -5.758
H -3.652 0.166 -7.712
H -1.494 -0.884 -8.149
H -0.710 0.695 -8.344
H -2.997 0.862 -9.202
H -4.018 2.572 -7.636
H -2.356 2.913 -8.074
H -2.606 3.315 -5.681
H -3.348 1.728 -5.442
H -1.028 1.637 -4.707
H -0.451 2.244 -6.239
H -0.163 -2.511 -7.158
H 2.203 -2.929 -6.244
H 1.454 -3.500 -4.740
H 0.954 -4.577 -7.583
H 1.856 -5.435 -6.310
H -0.133 -5.889 -5.057
H -0.566 -6.192 -6.717
H -2.284 -4.893 -5.292
H -1.911 -4.240 -6.908
H -1.983 -2.397 -5.342
H -0.854 -3.165 -4.242
Ir 0.167 -0.482 -3.103
Cl -2.135 -0.976 -2.830
Cl 2.228 0.301 -3.863
C 0.321 0.890 -1.747
H 1.033 0.792 -0.889
C -0.919 4.784 -2.847
C 0.307 4.634 -2.162
C 0.709 3.392 -1.702
C -0.110 2.249 -1.963
C -1.372 2.438 -2.573
C -1.761 3.684 -3.045
H -1.205 5.778 -3.207
H 0.953 5.498 -1.975
H 1.641 3.262 -1.175
H -1.995 1.546 -2.667
H -2.710 3.813 -3.565
S 0.951 -1.742 -1.625

## Properties
Net charge: -2
Energy relative to the best compared isomer or geometry (same formula, charge and spin) (kJ/mol): 0.0
Multiplicity: 6
Lowest unoccupied orbital energy (spin up / spin down) (eV): 4.6 / 4.2
Calculated total energy (eV): -74564.332
Frontier orbital gap (spin up / spin down) (eV): 1.767 / 7.010

# 5
C25H39Cl2O4PSV | ωB97M-V/def2-TZVPD

Cartesian coordinates (Å):
P 0.131 -0.841 -0.296
C 1.731 -0.346 -1.053
C 1.899 -0.712 -2.526
C 3.355 -0.450 -2.938
C 3.824 0.977 -2.613
C 3.518 1.418 -1.176
C 2.066 1.134 -0.780
C -1.349 -0.128 -1.163
C -1.789 -0.819 -2.460
C -3.115 -0.226 -2.951
C -3.093 1.306 -3.056
C -2.566 2.003 -1.794
C -1.243 1.399 -1.310
C 0.000 -2.680 -0.409
C 1.232 -3.392 0.184
C 1.083 -4.923 0.183
C -0.219 -5.442 0.811
C -1.456 -4.657 0.354
C -1.249 -3.135 0.378
H 2.442 -0.958 -0.456
H 1.223 -0.109 -3.152
H 1.638 -1.766 -2.698
H 3.482 -0.659 -4.006
H 3.991 -1.161 -2.396
H 4.903 1.056 -2.787
H 3.325 1.671 -3.304
H 4.174 0.880 -0.480
H 3.726 2.489 -1.053
H 1.905 1.372 0.281
H 1.404 1.786 -1.370
H -2.116 -0.338 -0.384
H -3.901 -0.516 -2.242
H -1.907 -1.901 -2.300
H -1.017 -0.700 -3.237
H -3.380 -0.663 -3.920
H -4.103 1.674 -3.269
H -2.452 1.585 -3.902
H -2.428 3.078 -1.976
H -3.303 1.912 -0.983
H -0.963 1.857 -0.348
H -0.459 1.648 -2.043
H -0.093 -2.874 -1.499
H 2.153 -3.111 -0.347
H 1.361 -3.054 1.226
H 1.134 -5.277 -0.856
H 1.942 -5.366 0.697
H -0.141 -5.371 1.906
H -0.346 -6.504 0.572
H -2.313 -4.904 0.992
H -1.729 -4.970 -0.664
H -2.162 -2.630 0.028
H -1.118 -2.829 1.428
V 0.064 0.602 4.330
Cl -1.698 -0.146 3.142
Cl 1.773 -0.437 3.334
C 0.399 2.084 2.977
H 1.482 2.209 2.808
C -1.651 5.124 0.833
C -0.248 5.081 0.858
C 0.412 4.050 1.500
C -0.322 3.042 2.225
C -1.750 3.074 2.141
C -2.389 4.095 1.449
H -2.164 5.942 0.331
H 0.323 5.871 0.363
H 1.504 4.011 1.492
H -2.330 2.289 2.631
H -3.476 4.112 1.388
O 1.911 0.164 6.910
S 0.547 0.627 6.797
O 0.445 1.839 5.741
O -0.302 -0.404 5.897
O -0.160 0.936 8.009

## Properties
Net charge: -2
Multiplicity: 2
Lowest unoccupied orbital energy (spin up / spin down) (eV): 4.2 / 4.2
Calculated total energy (eV): -105608.094
Frontier orbital gap (spin up / spin down) (eV): 4.090 / 4.035

# 6
C25H39ClCuGeN2S2 | ωB97M-V/def2-TZVPD

Cartesian coordinates (Å):
Cu 2.007 1.582 -0.831
C 1.395 -0.471 2.024
N 1.785 0.819 1.439
C 0.793 1.859 1.742
C -0.367 1.772 0.750
N 0.039 2.293 -0.569
C -0.810 1.780 -1.659
C 0.058 3.757 -0.578
C -1.135 4.437 -0.342
C -1.185 5.818 -0.342
C -0.011 6.527 -0.585
C 1.171 5.856 -0.828
C 1.250 4.451 -0.839
S 2.791 3.675 -1.174
C 3.160 1.131 1.706
C 3.535 1.788 2.868
C 4.865 2.098 3.116
C 5.844 1.737 2.206
C 5.485 1.075 1.041
C 4.154 0.771 0.777
S 3.763 0.117 -0.849
H 1.071 -0.348 3.066
H 2.242 -1.151 2.028
H 0.581 -0.929 1.458
H 1.264 2.840 1.651
H 0.409 1.752 2.765
H -1.231 2.316 1.143
H -0.660 0.727 0.621
H -1.863 2.059 -1.533
H -0.734 0.693 -1.696
H -0.453 2.192 -2.601
H -2.046 3.876 -0.161
H -2.119 6.332 -0.159
H -0.023 7.610 -0.584
H 2.082 6.409 -1.020
H 2.771 2.071 3.583
H 5.133 2.624 4.024
H 6.881 1.987 2.388
H 6.235 0.817 0.304
Cl 3.014 -2.493 -1.899
C 3.608 -1.648 -0.461
H 4.591 -2.045 -0.221
H 2.908 -1.820 0.346
C -5.451 -0.536 -2.025
C -4.248 -1.427 -1.733
C -3.131 -1.248 -2.756
C -1.995 -2.267 -2.650
Ge -0.872 -2.306 -1.027
C -1.793 -2.803 0.652
C -1.314 -4.168 1.158
C -1.865 -5.328 0.336
C -1.386 -6.685 0.837
H -6.236 -0.661 -1.278
H -5.878 -0.768 -3.003
H -5.163 0.518 -2.032
H -4.559 -2.477 -1.717
H -3.866 -1.198 -0.733
H -2.731 -0.234 -2.659
H -3.563 -1.305 -3.760
H -1.293 -2.134 -3.476
H -2.378 -3.293 -2.720
H 0.110 -3.477 -1.287
H -2.868 -2.820 0.454
H -1.625 -2.024 1.399
H -1.615 -4.299 2.203
H -0.219 -4.213 1.144
H -1.568 -5.200 -0.710
H -2.959 -5.286 0.357
H -0.306 -6.789 0.713
H -1.863 -7.504 0.297
H -1.612 -6.810 1.899

## Properties
Energy relative to the best compared isomer or geometry (same formula, charge and spin) (kJ/mol): 75.6
Multiplicity: 2
Lowest unoccupied orbital energy (spin up / spin down) (eV): 0.5 / -1.0
Calculated total energy (eV): -164885.470
Frontier orbital gap (spin up / spin down) (eV): 7.252 / 5.719

# 7
C25H39N3O3 | ωB97M-V/def2-TZVPD

Cartesian coordinates (Å):
C 2.699 6.277 3.727
H 3.704 6.658 3.557
H 2.066 6.598 2.902
H 2.315 6.716 4.644
C 2.712 4.755 3.829
C 3.271 4.125 2.551
C 3.235 2.598 2.650
N 1.888 2.141 2.907
C 1.064 1.703 1.946
C 1.189 1.219 0.634
N 2.206 1.000 -0.222
H 3.146 0.933 0.145
C 1.985 0.362 -1.501
H 0.970 0.606 -1.818
H 2.689 0.794 -2.219
C 2.150 -1.166 -1.474
C 1.916 -1.717 -2.882
C 1.988 -3.240 -2.912
H 1.795 -3.591 -3.926
H 2.984 -3.574 -2.612
C 0.937 -3.839 -1.972
C 1.183 -3.317 -0.557
C 1.157 -1.791 -0.494
H 0.164 -1.415 -0.740
H 1.388 -1.475 0.528
H 0.463 -3.738 0.150
H 2.172 -3.664 -0.243
C -0.448 -3.580 -2.583
O -0.644 -3.777 -3.767
N -1.423 -3.181 -1.747
H -1.218 -2.962 -0.787
C -2.738 -2.771 -2.215
C -2.660 -1.319 -2.712
H -2.156 -1.342 -3.680
C -4.008 -0.611 -2.843
C -4.419 0.100 -1.553
C -4.885 -0.834 -0.440
C -3.860 -1.901 -0.058
C -3.756 -3.018 -1.100
H -4.741 -3.174 -1.544
H -3.480 -3.957 -0.610
H -4.169 -2.342 0.893
H -2.892 -1.425 0.102
H -5.101 -0.226 0.442
H -5.816 -1.325 -0.737
H -5.231 0.798 -1.775
H -3.570 0.683 -1.193
H -3.923 0.144 -3.628
H -4.781 -1.316 -3.153
H -2.034 -0.739 -2.032
H -2.974 -3.423 -3.065
H 1.053 -4.930 -1.971
H 2.658 -1.300 -3.567
H 0.929 -1.405 -3.227
H 3.173 -1.414 -1.159
C -0.262 1.053 0.498
O -1.009 0.724 -0.403
C -0.394 1.487 1.934
O -1.273 1.566 2.764
C 1.322 2.680 4.128
H 0.312 2.290 4.251
C 1.305 4.208 4.080
H 0.912 4.594 5.021
H 0.638 4.530 3.278
H 1.941 2.340 4.966
H 3.608 2.151 1.728
H 3.871 2.267 3.480
H 4.297 4.455 2.383
H 2.667 4.440 1.696
H 3.354 4.465 4.668

## Properties
Energy relative to the best compared isomer or geometry (same formula, charge and spin) (kJ/mol): 18.0
Multiplicity: 1
Lowest unoccupied orbital energy (eV): 0.3
Calculated total energy (eV): -37171.918
Frontier orbital gap (eV): 8.236
SMILES: CC1CCN(c2c(NC[C@H]3CC[C@@H](C(=O)NC4CCCCCC4)CC3)c(=O)c2=O)CC1

Q: Which value of calculated total energy does entry 5 give?
A: -105608.094 eV